C26H71N5O7 | wB97M-V/def2-TZVPD

## Properties
energy above the lowest of the compared OMol25 structures with the same formula, charge and spin	2.343	eV
structure (SMILES)	COC[C@H](C)N.COC[C@H](C)N.COC[C@H](C)N.COC[C@H](C)N.COC[C@H](C)N.CC(C)O.CC(C)O
calculated total energy	-49891.476	eV
HOMO	-8.4	eV
lowest unoccupied orbital energy	0.6	eV

ORCA input file:
```
! RIJCOSX wB97M-V def2-TZVPD def2/J DEFGRID3
* xyz 0 1
O 5.035 0.934 0.217
O -1.758 1.621 -1.885
O -1.825 4.606 -2.553
O -4.402 -1.268 2.612
O 1.236 -0.891 -3.556
O 0.690 2.232 3.797
O -1.023 -4.977 1.383
N 2.047 -5.067 -0.549
N 3.919 -2.391 0.518
N -3.854 6.428 -2.009
N 1.929 -1.221 3.259
N 3.422 0.398 -4.754
C -1.849 5.209 -1.279
C 3.687 -1.050 -0.018
C -1.745 -3.828 1.727
C -2.031 1.407 0.569
C -5.553 -1.295 1.750
C 2.994 2.378 -3.507
C 0.168 -1.553 -4.221
C 2.248 -0.867 -0.298
C 0.983 -5.648 0.211
C 0.266 -4.543 0.952
C -0.511 4.357 -3.077
C -2.403 0.938 -0.838
C -5.490 -2.652 1.069
C 6.285 0.563 -0.236
C 1.212 0.567 -3.622
C -4.206 4.378 -0.580
C 1.287 1.088 3.163
C 1.585 -6.699 1.166
C 2.557 0.253 5.217
C -6.824 -1.216 2.525
C -2.119 -0.534 -1.075
C 1.567 -0.093 4.098
C 0.807 3.355 2.963
C 2.650 0.884 -3.598
C -3.321 5.626 -0.941
C 4.420 -0.071 0.906
H 7.052 0.572 0.549
H -6.424 -2.823 0.618
H 6.573 1.115 -1.155
H 2.230 1.406 2.767
H -2.465 -0.867 -2.032
H -3.662 3.751 0.127
H 4.072 2.590 -3.483
H 2.057 0.175 -0.423
H -5.546 -0.447 1.111
H 2.547 -5.747 -1.103
H 0.233 -6.255 -0.312
H -0.557 3.787 -3.979
H 2.557 2.821 -2.626
H -1.045 -0.678 -1.101
H 0.894 -7.203 1.866
H 3.313 -0.589 -4.972
H 1.762 3.778 3.155
H 3.141 0.877 -5.587
H -7.696 -1.604 1.923
H 2.387 -6.273 1.779
H -2.635 1.017 1.381
H 3.645 0.364 1.509
H 1.685 -4.427 -1.273
H -4.663 -2.860 0.325
H 3.192 -3.079 0.477
H 0.666 0.910 -4.494
H 5.220 -0.568 1.507
H 0.064 4.142 3.181
H 2.975 0.405 -2.638
H -1.485 4.571 -0.484
H -5.471 -3.426 1.871
H -4.802 6.724 -1.961
H 2.906 -1.235 2.947
H -6.694 -1.815 3.486
H 1.769 -1.182 0.610
H -5.057 4.793 -0.084
H -4.494 3.844 -1.493
H -0.930 1.303 0.782
H 6.251 -0.478 -0.570
H 0.632 -0.390 4.675
H 0.724 1.032 -2.814
H 0.187 -3.582 0.422
H 3.443 0.681 4.635
H 0.630 0.745 2.316
H -1.138 6.100 -1.262
H 2.020 -7.527 0.536
H 0.771 3.068 1.875
H 0.294 -2.631 -4.178
H 0.206 -1.396 -5.338
H -0.030 5.279 -3.221
H -3.435 1.095 -1.078
H -3.713 5.838 -2.854
H -7.023 -0.233 2.873
H 2.003 -1.436 -1.210
H 0.842 -4.311 1.818
H 2.235 1.026 5.859
H 4.287 -0.970 -1.030
H -2.211 2.473 0.740
H 2.568 2.824 -4.403
H 2.957 -0.628 5.808
H 0.248 3.806 -2.367
H -2.421 -1.179 -0.241
H -3.259 6.229 -0.043
H 4.773 -2.846 0.261
H -1.400 -3.261 2.590
H -4.348 -0.423 2.991
H -2.777 -4.165 1.933
H -1.859 -3.146 0.902
H 1.820 -2.111 3.806
H -0.807 -1.240 -3.914
H -1.869 2.533 -1.794
*
```

---

C7H6 | wB97M-V/def2-TZVPD

## Properties
energy above the lowest of the compared OMol25 structures with the same formula, charge and spin	4.490	eV
calculated total energy	-7349.009	eV
HOMO	-8.9	eV
lowest unoccupied orbital energy	-0.8	eV

ORCA input file:
```
! RIJCOSX wB97M-V def2-TZVPD def2/J DEFGRID3
* xyz 0 1
C -0.102 0.199 -0.057
C 0.590 1.339 0.173
C 2.276 -0.093 -0.143
C -1.649 0.188 -0.082
C 2.036 -1.428 -0.161
C 0.421 -1.190 -0.093
C 2.061 1.153 0.211
H -2.067 1.132 0.052
H -0.025 -1.812 -0.834
H 0.183 2.324 0.174
H -2.169 -0.100 -1.050
H -1.867 -0.254 0.817
H 0.311 -1.460 0.993
*
```

---

C5H13N2S | wB97M-V/def2-TZVPD

## Properties
energy above the lowest of the compared OMol25 structures with the same formula, charge and spin	1.871	eV
structure (SMILES)	C/C=[N+](/CC)SCN
calculated total energy	-19202.999	eV
HOMO	-13.4	eV
lowest unoccupied orbital energy	-4.2	eV

ORCA input file:
```
! RIJCOSX wB97M-V def2-TZVPD def2/J DEFGRID3
* xyz 1 1
S -0.936 -0.137 1.274
N -2.311 -1.496 -0.986
N 0.295 0.094 0.122
C 0.547 2.443 0.710
C 0.835 1.202 -0.036
C 1.862 -1.901 -0.004
C 0.700 -1.042 -0.687
C -2.276 -0.406 -0.085
H 0.664 2.306 1.837
H 1.074 -0.789 -1.691
H -2.091 0.542 -0.651
H -1.793 -1.468 -1.889
H -0.140 -1.686 -0.638
H 2.187 -2.710 -0.599
H -2.239 -2.376 -0.462
H 1.085 3.240 0.413
H -0.581 2.637 0.713
H 2.688 -1.293 0.355
H -3.245 -0.413 0.490
H 1.736 1.259 -0.736
H 1.345 -2.400 0.842
*
```

---

CH2ClNO2 | wB97M-V/def2-TZVPD

## Properties
energy above the lowest of the compared OMol25 structures with the same formula, charge and spin	2.196	eV
calculated total energy	-19170.815	eV
HOMO (alpha / beta)	-8.2 / -10.8	eV
lowest unoccupied orbital energy (alpha / beta)	0.4 / -2.5	eV

ORCA input file:
```
! RIJCOSX wB97M-V def2-TZVPD def2/J DEFGRID3
* xyz 0 3
Cl 1.113 -0.960 1.118
O -1.471 -0.066 0.754
O -0.200 0.825 -0.196
N -2.528 0.238 0.586
C 0.816 0.040 -0.493
H 0.592 -0.778 -1.101
H 1.678 0.701 -0.669
*
```